{
  "formula": "C4H14N2",
  "method": "ωB97M-V with the def2-TZVPD basis set",
  "species": ["H", "H", "C", "C", "H", "N", "C", "H", "H", "H", "H", "H", "H", "C", "H", "H", "H", "H", "H", "N"],
  "positions_angstrom": [[-0.915682, 1.400478, 0.193688], [-1.857010, 2.138057, 2.342103], [-0.367397, 2.138515, 0.738767], [0.221179, -3.727313, -1.059797], [1.072567, 2.748581, -0.805701], [0.373332, -2.379779, -1.224314], [0.700480, -1.667484, 0.000703], [1.203031, -4.410197, -1.026376], [0.478179, 4.076781, 0.363144], [-0.648067, 3.347091, -0.869380], [-2.029339, 3.482725, 1.367300], [1.525096, -2.113277, 0.456530], [0.288174, 1.580125, 1.341824], [0.237911, 3.207963, -0.189628], [0.972198, -2.169996, -1.991052], [-0.488594, -4.249460, -1.834243], [-0.326418, -3.915495, -0.136865], [0.985317, -0.571975, -0.150320], [-0.086307, -1.701849, 0.795547], [-1.338650, 2.786508, 1.688071]],
  "forces_ev_per_a": [[-0.14, -0.56, -1.00], [1.10, 0.84, -1.34], [-2.06, 1.47, 0.63], [-0.50, -5.10, -0.57], [-0.83, 0.88, 0.81], [-0.56, 2.61, 0.00], [-0.62, 1.86, -0.15], [-1.65, 1.37, 0.04], [0.50, 0.90, 0.29], [1.17, 0.69, 0.24], [0.88, -0.79, -0.41], [1.82, -0.78, 1.00], [1.33, -0.34, 0.84], [-1.30, -2.79, -1.38], [0.42, 0.50, -0.31], [1.42, 1.10, 0.93], [0.18, -0.10, 0.26], [-0.62, -1.45, -0.15], [0.11, 0.00, -1.04], [-0.63, -0.31, 1.31]],
  "lowdin_charge": [0.08, 0.08, -0.35, -0.24, 0.09, -0.20, -0.14, 0.11, 0.05, 0.08, 0.06, 0.04, 0.07, -0.10, 0.10, 0.10, 0.06, 0.09, 0.09, -0.06],
  "smiles": "CCN.CNC",
  "de_lowest_ev": 1.5629,
  "orbital_gap_ev": 9.61
}